(1)
41
Properties=species:S:1:pos:R:3:forces:R:3 method="wB97M-V/def2-TZVPD" largest_force_ev_per_a=6.099 homo_energy_ev=-6.2 total_charge=-1 gap_ha=0.334 lumo_ev=2.922 relative_energy_ev=8.8907
Cl 23.86255 -8.66830 -1.70968 -3.8900 4.0903 2.3087
O 24.90176 -9.38736 -1.19169 2.9280 -4.8643 1.1134
O 23.92634 -7.44635 -0.95182 -1.0015 1.4647 0.0776
O 24.12062 -8.33672 -3.05835 -0.2908 -0.3264 -2.9719
O 22.48672 -9.21588 -1.51423 2.0787 -0.3427 -0.8604
C 24.44698 -12.01343 -6.67414 -0.6973 -0.7030 -0.1896
C 23.93346 -11.03574 -5.65597 1.9798 0.8200 0.4659
O 25.13724 -10.32239 -5.27869 -0.2735 0.2193 -0.2262
H 23.65697 -12.65237 -7.06878 -0.1732 0.0145 -0.1081
H 25.17832 -12.68799 -6.22893 0.1483 0.1991 0.0349
H 24.89538 -11.47125 -7.50664 0.0761 -0.0197 0.0746
H 23.61408 -11.44737 -4.69854 -0.8543 -0.4594 -0.4253
H 23.26589 -10.28194 -6.07338 -0.5099 -0.4420 0.0269
H 24.81906 -9.66047 -4.66044 0.3069 0.4336 0.5190
C 25.20159 -5.57755 -5.43933 0.6118 -0.8928 -0.2938
C 24.05256 -4.72742 -4.88146 1.8748 -0.5578 -0.9203
O 24.25846 -4.54997 -3.50414 -0.6322 0.7198 0.0470
H 26.20179 -5.28576 -5.11912 -0.1813 0.6666 0.4341
H 25.31742 -5.60179 -6.52289 -0.5899 0.1274 -0.2521
H 25.17302 -6.62035 -5.12334 -0.4480 -0.1419 0.1107
H 23.10047 -5.15583 -5.19466 -0.2796 -0.1015 0.4279
H 24.15959 -3.77826 -5.40658 -0.3157 0.4210 0.5030
H 24.23046 -5.39368 -3.04700 -0.0747 -0.4021 0.0661
C 19.47223 -12.45126 -0.75584 -0.3944 1.9873 -0.9276
C 18.70501 -11.07052 -1.00979 1.2772 -2.2161 1.2102
O 19.42184 -10.07032 -0.33855 -0.2840 0.6093 -0.0311
H 19.01587 -13.23290 -1.36318 0.0736 -0.2886 0.3295
H 19.62497 -12.66796 0.30143 -0.3178 -0.1352 -0.1402
H 20.42901 -12.16382 -1.19180 0.3735 -0.6876 0.0880
H 17.72454 -11.12731 -0.53699 -0.2396 0.2575 -0.5876
H 18.75983 -10.95577 -2.09235 -0.7732 0.3337 -0.0441
H 20.16122 -9.81984 -0.89727 0.4479 0.2155 0.0993
C 21.79012 -7.89920 -5.90359 0.2872 1.2498 -0.2909
C 20.83593 -8.02364 -4.75005 2.6243 -0.4804 1.9550
O 19.55056 -8.31923 -5.08710 -2.6513 0.5320 -1.0076
H 21.62347 -6.92364 -6.36034 -0.8440 -0.1162 -0.8454
H 21.71218 -8.72118 -6.61519 0.0852 0.1736 0.0036
H 22.81846 -7.65297 -5.63906 0.2568 -1.0611 0.6580
H 20.82020 -7.10704 -4.16037 0.5288 0.2328 0.0582
H 21.10698 -8.79737 -4.03175 0.8102 -0.0830 -0.0381
H 19.13458 -7.49751 -4.81630 -1.0526 -0.4459 -0.4514



(2)
28
Properties=species:S:1:pos:R:3:forces:R:3 method="wB97M-V/def2-TZVPD" largest_force_ev_per_a=3.817 homo_energy_ev=-14.9 smiles="CCO[N+](=O)C1(O)CCCCC1" total_charge=+1 gap_ha=0.348 lumo_ev=-5.472 relative_energy_ev=4.0680
C 3.78279 1.29589 0.55678 0.2861 -2.7936 -0.8971
C 3.14555 -0.13399 0.62094 2.3275 1.1416 -0.5785
O 1.81146 0.02353 0.23829 -3.2355 1.0804 0.4480
N 1.18685 -0.82370 -0.53375 2.3221 -2.1917 -0.4908
O 1.77898 -1.73568 -1.02896 -1.0398 1.4399 0.5757
C -0.48460 -0.79987 -0.53072 -0.2673 0.8975 -0.1080
O -0.79286 -1.91606 -1.22281 -0.7566 1.7653 -2.1490
C -0.91473 0.49677 -1.20060 1.2583 1.1938 -0.2559
C -2.42554 0.68912 -1.05714 0.3273 -1.4467 0.5216
C -2.77403 0.74210 0.44335 1.2057 -1.9975 -1.5784
C -2.28590 -0.52942 1.11166 -0.4401 -1.6888 -1.4961
C -0.78020 -0.86520 0.96499 -2.1423 0.9346 -3.0183
H 3.14848 2.00101 1.00571 -0.7800 0.9264 0.6469
H 4.74358 1.24466 1.03534 0.3361 0.1137 0.3743
H 3.95164 1.48727 -0.47112 0.1236 0.7562 -0.9864
H 3.30601 -0.43565 1.62636 -0.9953 -0.7544 1.0675
H 3.49581 -0.91051 -0.03023 1.1678 0.0301 -0.3049
H -1.03364 -1.53330 -2.15372 0.5683 -1.7052 2.0129
H -0.52738 0.57484 -2.23304 -0.4746 -0.5853 0.0142
H -0.34347 1.31319 -0.75383 -0.1969 0.1331 0.4917
H -2.77977 -0.30828 -1.46474 -0.7567 1.6008 -0.0555
H -2.81591 1.63383 -1.47311 0.2912 -0.8926 -0.6216
H -2.38984 1.63793 0.75525 1.2786 2.1996 1.4694
H -3.80299 0.84521 0.48440 -2.1623 -0.0930 0.4828
H -2.45976 -0.70460 2.14043 -0.7067 0.4562 1.1541
H -2.87956 -1.32742 0.57250 0.6815 0.4423 0.6999
H -0.25955 -0.09042 1.43469 1.2364 0.5885 1.1135
H -0.60142 -1.87123 1.16308 0.5434 -1.5510 1.4681



(3)
20
Properties=species:S:1:pos:R:3:forces:R:3 method="wB97M-V/def2-TZVPD" largest_force_ev_per_a=5.023 homo_energy_ev=-8.3 total_charge=0 gap_ha=0.301 lumo_ev=-0.123 relative_energy_ev=4.6297
C 2.69275 0.85383 -0.16613 -0.2899 -0.8519 0.1599
C 1.87534 1.90153 0.25062 0.4499 -0.9836 -1.7310
C 2.06809 -0.44247 -0.24526 1.9428 2.0420 0.0658
C 0.51711 1.81870 0.33784 -1.2619 -0.0674 0.6979
C 0.73838 -0.52832 -0.01788 -1.3340 -0.6976 -0.0090
C -0.11441 0.56883 0.23127 2.0461 1.4325 0.2990
C -1.17757 -1.80705 -0.36680 1.5990 -1.3959 4.5523
N 0.10081 -1.84197 0.04867 -0.0939 2.3019 -2.0208
N -1.37427 0.26728 0.57177 -1.4469 -2.8999 0.6450
N -2.39024 0.78785 -0.03362 -1.5685 2.1446 -0.9607
O -2.30754 1.89077 -0.56802 0.8492 0.7936 -0.4357
O -3.48681 0.21822 -0.06378 0.1461 -1.4737 0.6630
O -1.90108 -2.71180 0.22931 -0.2699 -0.8518 0.0236
H 3.73447 1.15591 -0.44490 -0.9489 -1.0889 0.4270
H 2.26674 2.86408 0.22320 0.9110 1.5757 0.3463
H 2.57007 -1.37159 -0.40915 0.6450 -0.1848 -0.3768
H -0.03104 2.74721 0.56037 -0.0267 -0.8362 -0.1593
H -1.40500 -1.17521 -1.14381 -1.0411 0.8664 -1.9127
H 0.49527 -2.43510 0.74251 -0.6331 -0.7709 0.5838
H -2.87109 -2.76066 0.26377 0.3255 0.9459 -0.8575



(4)
18
Properties=species:S:1:pos:R:3:forces:R:3 method="wB97M-V/def2-TZVPD" largest_force_ev_per_a=5.022 homo_energy_ev=-3.4 total_charge=-1 gap_ha=0.201 lumo_ev=2.019 relative_energy_ev=5.6461
C 1.19577 -0.23169 -1.08771 1.6992 -0.4657 -0.7068
C 0.02442 -0.69068 -0.23485 -0.3688 1.1139 -0.6445
C -1.15671 0.28392 -0.53910 -1.7142 -1.1815 0.0207
O -2.28521 0.00596 0.24060 0.0519 0.4918 -0.0049
C 2.03985 0.81057 -0.35570 0.7028 -0.4831 -0.7547
O 1.33022 2.01294 -0.26846 -1.8931 -2.0734 4.1633
H 0.74575 0.19491 -2.00453 0.4906 0.0542 0.2508
H 1.96382 -0.99074 -1.45619 -1.2692 0.2101 0.6420
H -0.27519 -1.69110 -0.54851 -0.2211 -0.0148 0.5376
H 0.18395 -0.67229 0.86953 0.2635 -0.2662 -0.2736
H -1.52373 0.06288 -1.56419 0.6587 0.2696 -0.0191
H -0.93333 1.36499 -0.50875 0.4618 -0.4231 -0.0082
H 2.32377 0.35542 0.60457 -0.1680 0.2272 0.2487
H 3.04754 0.95987 -0.79844 -0.5366 0.2819 -0.5725
H 0.36663 1.14586 0.90955 1.7431 2.5763 -2.9619
H -2.12111 -0.36716 1.18712 -0.3881 -0.6153 0.1627
H -2.67751 -1.19068 3.19827 0.0050 0.1680 0.0095
O -2.24892 -1.36298 2.35681 0.4826 0.1299 -0.0890